1.
A single C6H13NO molecule in a non-equilibrium geometry. Source: the OMol25 dataset; level of theory: the ωB97M-V functional and the def2-TZVPD basis.

The value obtained for the largest force on an atom is 4.84 eV Å⁻¹. The LUMO energy comes out at 0.9147 eV. The molar mass comes out at 115.18 g/mol. As for the structure (SMILES): C=C(C)[C@H](C)N(C)O.

CARTESIAN COORDINATES (ANGSTROEM)
O  -2.58370  -0.31366  0.60912
N  -1.23340  0.38912  0.00355
C  -1.31778  0.28156  -1.44306
C  -0.24785  -0.38601  0.67676
C  0.77291  1.96860  0.65292
C  -0.02608  -1.80936  0.18140
C  0.89685  0.66537  0.41019
C  2.25221  0.08413  0.12056
H  -0.18722  2.44964  0.73097
H  2.49911  -0.71247  0.82144
H  0.29870  -1.84722  -0.85599
H  3.02882  0.83644  0.24265
H  -0.33312  0.30524  -1.90557
H  -0.46524  -0.37254  1.74728
H  -1.91425  1.11875  -1.80550
H  -0.97370  -2.33835  0.25915
H  -1.82065  -0.64690  -1.72224
H  1.60924  2.64376  0.55515
H  -3.28840  0.30949  0.82526
H  0.73018  -2.30535  0.78565
H  2.30337  -0.32023  -0.88968



2.
2 unconnected molecules or ions with the total composition C6H13NO. Source: the OMol25 dataset; level of theory: the ωB97M-V functional and the def2-TZVPD basis.

The value obtained for the largest force on an atom is 0.45 eV Å⁻¹. The LUMO energy comes out at 0.7809 eV. The molar mass comes out at 115.18 g/mol. As for the structure (SMILES): C=C(C)C.CC(N)=O.

CARTESIAN COORDINATES (ANGSTROEM)
O  -0.16735  1.64090  2.02791
N  -1.53097  2.51644  0.45909
C  1.28151  -0.99106  -0.60457
C  1.04334  0.27575  -1.37385
C  1.42364  -1.02623  0.71616
C  1.36024  -2.23674  -1.44321
C  -2.16050  0.42059  1.50781
C  -1.18120  1.56275  1.37590
H  2.18617  -2.17675  -2.15626
H  -2.16568  2.27718  -0.27530
H  1.44359  -0.13139  1.31782
H  -3.18907  0.75103  1.37089
H  0.45386  -2.36026  -2.04467
H  1.49601  -3.13715  -0.84864
H  -0.81109  3.18109  0.23115
H  1.85129  0.43181  -2.09157
H  -2.04518  -0.03193  2.48906
H  0.99054  1.14016  -0.71569
H  1.53929  -1.96970  1.23569
H  0.11243  0.20584  -1.93934
H  -1.93084  -0.34234  0.76161



3.
A single C6H13NO molecule in a non-equilibrium geometry. Source: the OMol25 dataset; level of theory: the ωB97M-V functional and the def2-TZVPD basis.

The value obtained for the largest force on an atom is 2.15 eV Å⁻¹. The LUMO energy comes out at 0.9840 eV. The molar mass comes out at 115.18 g/mol. As for the structure (SMILES): CC(C)C(=O)[C@H](C)N.

CARTESIAN COORDINATES (ANGSTROEM)
O  -2.08470  -0.27595  0.32077
N  -0.70627  -0.39632  -2.24163
C  0.90877  0.38158  1.87246
C  0.06356  -0.73961  1.28148
C  0.91641  -1.89919  0.78159
C  -0.62893  1.84543  -1.21088
C  -0.85801  -0.21704  0.18598
C  -0.23166  0.37916  -1.08451
H  1.37614  -2.42698  1.62388
H  0.85778  0.30204  -1.04252
H  -1.71751  1.97288  -1.21627
H  -0.23743  2.42281  -0.36617
H  -1.72641  -0.46853  -2.17432
H  1.65686  0.74593  1.16059
H  -0.23082  2.28570  -2.13139
H  -0.59115  -1.12276  2.07535
H  0.31245  -2.61919  0.21904
H  0.28281  1.23400  2.15769
H  -0.52297  0.11865  -3.10135
H  1.72276  -1.55755  0.12418
H  1.43832  0.03495  2.76604



4.
2 unconnected molecules or ions with the total composition C6H13NO in a non-equilibrium geometry. Source: the OMol25 dataset; level of theory: the ωB97M-V functional and the def2-TZVPD basis.

The value obtained for the largest force on an atom is 1.69 eV Å⁻¹. The LUMO energy comes out at 0.8102 eV. The molar mass comes out at 115.18 g/mol. As for the structure (SMILES): [H]/N=C/C.C=C(O)CC.

CARTESIAN COORDINATES (ANGSTROEM)
O  -0.39718  2.20106  -1.17252
N  0.02813  -2.56558  0.27263
C  1.74759  0.62142  1.41527
C  1.21757  0.95743  0.02843
C  -0.15568  1.54394  0.00224
C  -0.82915  -1.74313  -1.80193
C  -0.78578  -1.80807  -0.31475
C  -1.12548  1.27237  0.87984
H  -0.04919  -2.58044  1.28880
H  1.88633  1.66002  -0.47502
H  1.16242  0.01577  -0.56003
H  -0.73582  -0.70902  -2.12760
H  -0.01002  -2.32762  -2.22785
H  -1.52973  -1.11735  0.22243
H  1.19760  -0.22246  1.84053
H  -2.08595  1.76113  0.81137
H  -1.29753  2.54909  -1.16972
H  2.78569  0.31823  1.34515
H  1.66875  1.47416  2.08109
H  -0.90830  0.81907  1.82793
H  -1.78428  -2.12001  -2.16631



The records above give, respectively, energy relative to the best compared isomer or geometry (same formula, charge and spin) values of 92.96; 14.49; 16.05; 44.20 kcal per mole.